10
Properties=species:S:1:pos:R:3 method="wB97M-V/def2-TZVPD" charge=0 homo_energy_ev=-10.110 e_above_lowest_kj_mol=247.2 lumo_energy_ev=1.0 orbital_gap_ev=11.154
C 0.81657 1.22216 -0.02202
C 1.71367 0.20209 0.09168
C -0.40437 0.55188 -0.26375
N -0.22412 -0.73913 -0.28470
O 1.08922 -0.96553 -0.06559
H 0.99692 2.27309 0.05676
H 2.76923 0.17272 0.27510
H -1.38204 0.96259 -0.41308
H -2.30022 -1.81208 0.25990
H -3.07487 -1.86779 0.36571

10
Properties=species:S:1:pos:R:3 method="wB97M-V/def2-TZVPD" charge=0 smiles="C1=NCCO1" homo_energy_ev=-9.593 e_above_lowest_kj_mol=75.9 lumo_energy_ev=1.0 orbital_gap_ev=10.604
C 1.42751 -0.00445 -0.20747
N 0.86138 1.08613 0.10022
C -0.57896 0.80622 0.12757
C -0.65661 -0.74544 -0.04877
O 0.68412 -1.11534 -0.41058
H 2.49400 -0.16468 -0.33701
H -1.04568 1.54432 -0.54323
H -0.99093 0.98883 1.11841
H -0.83858 -1.17228 0.94191
H -1.35623 -1.22331 -0.74105

11
Properties=species:S:1:pos:R:3 method="wB97M-V/def2-TZVPD" charge=0 homo_energy_ev=-8.858 e_above_lowest_kj_mol=392.7 lumo_energy_ev=0.3 orbital_gap_ev=9.158
C -1.06263 0.33632 0.34818
C -0.78919 -0.79223 -0.66042
O -1.39511 -1.79806 -0.98549
O 0.78079 -1.24763 0.03066
C 1.37665 -0.17418 0.23759
N 0.69627 0.95696 0.34204
H -1.09030 0.34131 1.41813
H -0.39199 -0.04985 -1.39014
H -1.90795 0.88584 -0.12476
H 2.47135 -0.23568 0.29576
H 1.31213 1.77720 0.48846

11
Properties=species:S:1:pos:R:3 method="wB97M-V/def2-TZVPD" charge=0 smiles="O=CCNC=O" homo_energy_ev=-10.158 e_above_lowest_kj_mol=76.7 lumo_energy_ev=0.9 orbital_gap_ev=11.011
O -1.34012 -1.74454 0.59210
C -0.20513 -1.72322 0.18218
C 0.47575 -0.48398 -0.35261
N -0.39166 0.66178 -0.34744
C -0.02570 1.80968 0.29108
O 1.07430 2.01823 0.76186
H 0.41874 -2.64092 0.15929
H 1.33961 -0.24298 0.27858
H 0.87018 -0.70550 -1.35661
H -1.37175 0.50062 -0.52771
H -0.84422 2.55086 0.31927